# 1
7 unconnected molecules or ions with the total composition C4H24N2O6S2 at a distorted geometry, computed with ωB97M-V/def2-TZVPD.

Element x y z (Å)
H 3.55389 -0.04451 -1.84620
O 3.14735 0.28166 -2.66174
N -1.77554 1.94625 0.35888
C -0.04887 -1.40423 1.21981
C -0.91154 -2.58998 0.75601
H -1.05091 -2.47422 -0.30209
O 0.17407 1.46024 -2.91569
S -2.55098 -2.52572 1.70339
C -2.94199 1.98958 1.26350
H 0.55795 -3.04439 -2.22106
O 1.81069 -1.83266 -3.18435
H -0.29235 -0.49205 0.58018
H 3.78618 1.06155 0.64377
H 1.00686 2.83467 1.62368
H -2.85137 2.86413 1.91371
H -3.93276 2.24658 0.78111
H -0.63839 0.99575 -2.68283
H -2.28241 0.51995 2.77273
H -3.98495 0.81211 2.69807
H 1.50084 -1.47758 -4.01976
H 0.38134 1.28992 -3.84610
H 1.77245 3.95111 0.87587
O 1.83435 3.03672 1.18490
O 0.52251 -3.33219 -1.28016
H 1.51382 -3.45477 -1.31732
H 2.33683 1.17188 0.05354
H 0.98419 -1.65503 0.92846
H -2.08463 1.69196 -0.58328
H 2.64916 1.07210 -2.44881
O 3.15739 0.65699 0.05384
H -0.48723 -3.63356 0.71042
H -0.41176 -0.14308 2.88308
C -3.11845 0.72498 2.05871
H 2.39091 -1.06515 -2.91336
N 0.01254 -1.07069 2.67222
S -3.52284 -0.82303 1.02409
H -1.19733 1.22594 0.75130
H 0.99098 -0.77122 2.71145

Strongest force on any atom (eV/A): 3.260
<S²>: 0.75
M (g mol⁻¹): 260.4
Gap between HOMO and LUMO (spin up / spin down) (eV): 2.4740 / 8.8770
LUMO level (spin up / spin down) (eV): 2.90 / 2.86
HOMO energy (spin up / spin down) (eV): 0.42 / -6.01
Net charge: -1
Multiplicity: 2

---

# 2
C2H5NOS in the gas phase at a distorted geometry, computed with ωB97M-V/def2-TZVPD.

Element x y z (Å)
H -1.47380 0.24682 -1.54465
H 1.67816 0.06123 1.86226
C 1.30418 -0.68332 0.90038
O 1.12919 -1.96894 1.17129
S 0.41842 1.10850 -0.78362
H -2.00604 1.95703 -0.47426
H 0.75129 -1.27424 -0.86257
C -1.32484 0.85347 -0.45200
H -1.36866 0.09768 0.55585
N 0.89210 -0.39822 -0.37268

Energy above the lowest of the compared OMol25 structures with the same formula, charge and spin (kJ/mol): 358.81
Strongest force on any atom (eV/A): 7.007
M (g mol⁻¹): 91.1
Gap between HOMO and LUMO (eV): 9.9042
LUMO level (eV): 0.69
HOMO energy (eV): -9.22

---

# 3
15 unconnected molecules or ions with the total composition C81H186N6O15 at a distorted geometry, computed with ωB97M-V/def2-TZVPD.

Element x y z (Å)
C 3.78585 1.77625 -3.53027
H -1.14264 7.54259 0.28753
O -1.85145 -0.15683 4.61723
H 3.13642 2.08208 0.56156
H 4.82493 -2.82338 -0.79079
C -1.37550 -0.57205 -7.52428
C -1.38431 -1.44256 -5.16103
N -8.09839 0.05134 -3.74959
H 3.05088 -4.41799 -3.44175
C -2.66552 2.18897 8.03039
O 0.01196 6.18204 2.11886
H 0.47138 1.25337 -4.02942
H 4.26811 5.52788 3.74210
H 0.15061 1.23333 5.26676
C -7.73064 0.22342 -2.30089
H -4.37535 4.57784 0.76657
H 4.88820 0.33896 -5.53354
H -1.93163 -3.76445 5.73296
H -2.20334 3.13408 7.73768
H -5.74779 -2.64904 -2.34235
O -1.16569 -2.67158 3.57602
H 6.28629 -0.34903 -4.58168
O 0.78663 -7.55427 -3.91133
H 2.17183 7.95304 -0.38008
H 1.71389 -5.68700 2.02972
H -4.39675 5.18230 -1.55311
H -2.79954 -2.86091 -6.62720
H 0.18977 4.21700 -4.69920
H -1.40520 -2.21800 2.75651
C -5.88755 0.11504 -5.16528
C 2.01928 -7.87363 -1.35699
H -4.37469 0.89477 7.50434
N 5.30684 0.47544 -2.10451
H -3.04406 -3.73009 2.06748
H 5.87943 -2.96349 2.85763
H -6.60008 1.43850 -1.00159
C 1.35983 1.25620 2.35583
H 2.31900 0.80449 2.31966
C -8.99567 0.56064 -1.53566
H -2.36729 2.28581 1.07546
H -2.54740 2.06423 3.91396
C 1.87245 6.06900 -0.68167
H 2.49466 -1.56458 4.18275
H 1.06020 5.12692 3.15835
H 4.18152 -2.15736 4.32971
H -4.08990 -4.17450 -4.49054
C 4.53161 -5.10226 3.80336
H 3.54039 6.03564 0.72169
H -0.85906 -1.43262 -8.00205
H -9.70792 -0.23934 -1.66078
H 4.24070 -1.62218 -3.16826
H -4.79141 2.48291 -1.02861
O -8.50778 1.30221 -4.28175
O -2.82378 -5.78012 -3.28276
H 7.34298 0.69963 -0.30880
H 1.19466 -3.42591 -2.03073
H 8.34933 4.78875 2.74001
C 3.69916 -0.72631 -3.43141
H 2.71050 -8.12234 -2.16236
C 7.43758 2.03145 -2.47154
H 3.12180 -6.12667 -3.74872
H 2.26426 3.40586 1.39570
H 7.31276 2.46228 -3.50973
H 0.54629 1.78850 -1.95436
H 3.80985 -0.86368 2.13516
H -7.51206 -1.69217 -6.53126
H 1.47721 4.19562 6.11867
H -3.08619 -7.32619 -6.30185
H -9.36811 1.52685 -1.90408
H 0.79118 1.23650 6.93088
H 0.05694 -6.73708 0.45309
H 6.56299 4.96372 5.61350
H -4.50088 2.70146 6.99610
H -1.98457 1.74645 -3.27147
H 5.64512 3.66887 2.97623
N -2.35460 0.23293 5.92684
C 0.60911 -7.37071 -1.56490
C 5.52728 0.46397 -4.62766
N 0.46018 -6.62941 -2.89320
H 2.50668 -3.99659 4.70609
C 3.34992 5.86596 -0.28672
C -0.22736 -1.11143 0.85514
H 1.66786 -7.84916 -3.68734
C 5.13961 2.90447 -1.81431
C 2.38469 4.85733 5.96721
C -1.90873 7.20269 0.96965
C 6.10151 1.73218 -1.74030
C 1.11897 -5.28946 -3.04371
H -3.23966 5.42353 2.52619
H 2.99746 -6.76210 2.45267
H 2.54134 -7.24724 -0.68828
C -3.94396 -4.93567 -5.24820
H -2.77719 -0.06284 -5.91761
H -4.36964 0.20431 4.20841
C -0.42085 -0.84562 6.88629
H 3.46077 -0.90593 -4.45211
C -1.55085 0.78972 -0.13494
H 6.62894 5.75737 3.92429
H -2.11256 6.31974 3.57508
H 3.28818 6.87929 3.35959
H -0.82912 -6.03169 -0.76714
H 3.64556 4.78273 -0.42247
C 1.02884 1.78330 0.90994
H 0.80446 -3.79687 -4.53426
C -0.27875 -0.10749 -0.30673
H -2.32896 0.06281 -0.22325
H 7.96849 2.76630 -1.86594
C 6.51326 1.45932 -0.31161
C -6.08251 -1.71815 -2.71305
H -4.45293 -6.80073 -4.16411
C -0.04082 1.44630 6.29475
H 7.98788 1.13536 -2.60830
H 4.03728 6.47515 -0.87725
H 1.75632 3.50577 -4.34216
H -0.17582 -0.63045 1.81427
H 4.18859 -1.30004 -0.08167
H -3.02193 2.52394 9.06639
C -2.18970 5.52993 2.86981
C -1.31229 5.93103 1.66981
H -1.89818 -1.10885 4.64414
H 2.02490 -4.93630 -0.35688
H 6.16995 -3.68730 1.15014
C 3.31443 -4.70509 2.98054
H 6.95104 2.34833 0.06485
H -2.90463 6.96616 0.54166
H 0.24422 -0.85906 7.75263
C 2.59467 -3.58735 3.70421
H -5.23548 -1.03246 -2.73523
C 0.01704 2.28194 -3.82146
C -2.36818 -4.28152 4.89057
H 2.46487 5.60054 6.73007
C 5.71085 -2.90154 1.72891
O 2.11575 -0.07188 -0.22334
H -4.87674 -5.00711 -5.88876
C -7.14101 -0.60459 -4.72317
C -2.30810 -4.55282 2.40071
H -7.12441 2.32109 -2.36757
H -1.93910 -2.12542 -4.43531
C -5.03398 4.10709 0.08428
H -0.15002 3.32546 1.74207
H 5.67260 1.14507 0.28580
H -1.93659 -0.15058 -8.33494
H 1.87189 5.13031 -2.65829
C 4.14378 -2.38917 -0.03978
H 0.53639 6.25120 -2.35356
O 1.44637 7.34377 -0.18529
C -0.52812 -8.43043 -1.55208
H 3.51531 1.79891 -4.58516
H 1.55320 2.17049 2.94145
H 0.50234 -4.27502 0.22258
H 2.49867 0.24345 -1.07384
H 6.10645 -0.82698 -1.20094
C 7.35734 3.69355 4.14443
H -5.66469 5.96486 -0.68874
H 1.08759 -5.43743 -5.21834
H 4.16373 -5.73740 4.61444
C 2.62530 -5.37748 -3.03341
C -6.78494 1.30856 -2.08549
O 6.19670 -0.55479 -2.10663
H 3.76333 3.86396 -3.23460
H -3.10493 -4.58914 -5.78581
C 2.23562 2.68823 0.58953
C -1.48055 1.67717 1.07095
H 2.30298 6.88833 -2.53712
H 4.99184 -4.20977 4.23838
H -0.44893 -8.96071 -0.60164
C -1.46251 2.30423 -4.04819
H -1.27905 5.09267 1.01713
H 2.82160 -0.57504 -2.81523
C -3.56127 -6.19393 -4.48409
H -2.87674 -5.44888 2.65383
H 0.89571 2.88238 -5.71670
H -0.46796 -0.05546 -2.45202
H 8.03250 5.54013 4.93247
C 0.17923 -6.30003 -0.50544
H 0.00983 -1.21990 5.90146
C -7.16891 -1.08284 -1.81827
H 3.13946 -2.67816 -0.46009
H -0.88749 -0.72044 -4.46750
H -0.49147 -4.96481 -4.42309
H -9.01497 -1.16272 -5.85025
C 0.74594 3.24193 -4.69969
H -1.21369 -1.59647 7.05799
C 4.62546 0.50667 -3.41569
H 0.61677 -1.79369 0.88605
H -3.57943 3.18855 4.66749
C 2.42545 -5.90357 2.77974
C -1.77335 0.95680 8.08481
H 3.05707 -5.47501 -2.05052
H 7.87685 3.02905 4.81133
H -6.01414 -2.40144 -4.79075
H -0.65091 -4.64772 3.64641
O -4.29285 3.00531 -0.41031
H 1.92680 -8.75326 -0.73001
H -0.40392 3.08016 -0.07261
H -1.72670 1.37775 -1.04201
C -2.62928 -7.12734 -5.25253
N 0.87205 0.85610 -0.22359
C -3.79058 1.82443 7.12505
H -6.65697 4.36067 1.57222
H -5.99778 1.17826 -5.37198
C -6.69550 -1.92492 -4.08309
C -1.19267 0.46228 6.77214
O 0.22013 2.54614 -2.41968
O 4.03360 -5.17797 0.76790
H 2.90500 1.75524 -2.84596
H -7.93257 0.02007 -6.62241
O 8.20955 3.88043 2.97279
N 3.49317 -4.14118 1.61926
H -1.76877 3.31836 -3.94275
C 0.93380 -5.00006 -0.46003
H -7.81673 1.97644 -4.25289
C -0.26058 2.57530 0.92013
H 1.44783 6.36367 4.68510
C 1.61904 6.10928 -2.20103
H 1.94843 -6.30467 3.64256
H 5.54216 3.82889 -1.40155
H -5.01709 -0.06557 5.85777
H -7.56583 -2.57872 -4.07225
H 6.13557 -1.93947 1.38470
H 5.31184 -5.63620 3.19443
H 0.46714 6.67685 1.47940
C -7.95166 -0.87353 -5.97871
H -1.48697 -7.87067 -1.57055
H 2.16232 3.17697 -0.37133
H -0.31655 2.52804 6.43576
C 4.25488 -2.88948 1.40442
H -1.12777 -1.76192 0.68833
C -2.82424 2.42253 4.89600
H 4.30797 2.62882 -1.19761
H -1.42878 1.10521 2.03862
H -5.84513 1.13904 -2.61197
H -0.48238 -1.95376 -5.48073
H -0.30694 -4.21864 -2.26530
C 3.55661 6.19051 4.18280
C 0.61446 -4.86320 -4.42451
H -7.97783 -1.79115 -1.88521
H 0.65348 -1.35594 -1.96758
C 3.43564 -1.91354 2.24660
C -5.24951 5.03872 -1.08979
H -2.62522 -5.31306 5.21720
H -1.89124 2.93636 5.21371
C -1.57191 -4.05833 3.63716
H -2.31322 0.16844 8.58391
H -6.09699 2.73345 1.39293
H -1.97279 7.95580 1.78659
H -1.64237 4.65066 3.33826
H -2.39816 -8.13658 -4.89783
H 4.82973 -5.56229 1.16842
H -1.05288 -1.57872 -1.62582
H -4.99413 0.14882 -4.44918
H -7.13041 3.59236 0.05717
H 5.35723 2.85967 4.52295
H 3.99442 6.82806 4.94513
H 1.56747 -3.39163 3.34263
O -3.21235 -1.97257 -6.65393
H -1.88898 1.96917 -4.96676
H -5.94030 4.52721 -1.82721
H -5.32284 1.51198 4.88374
H -1.68695 -4.83316 1.59572
H -6.76006 -0.88743 -0.80174
H -0.63382 0.17803 -7.28337
H -0.54063 -9.06339 -2.39913
C 3.23004 -2.21537 3.72264
C -3.33756 1.28744 5.75347
C 6.05970 2.97451 3.71382
H -8.81453 0.77583 -0.47909
C 0.68159 -4.39708 -1.92815
C -2.24818 -0.98264 -6.25124
H 0.62182 0.64930 2.84895
C 2.24301 5.55337 4.60426
H 6.03110 1.36962 -4.79392
H 1.25880 5.36650 -0.14366
C -0.25797 -0.81901 -1.69268
C 4.55012 3.09534 -3.20878
H 5.40991 3.27748 -3.90337
H -3.32065 -3.69727 4.78102
H 2.50016 -1.84020 1.79007
H -1.80227 -6.43105 -5.40596
H -5.44869 -0.30848 -6.07247
C -6.36569 3.63203 0.81222
O 1.72842 4.57719 3.68913
H -0.94188 1.18891 8.74745
H -2.03168 -6.33858 -3.17340
H 6.19658 2.00142 3.21965
C 7.08591 5.11395 4.70235
H 3.34017 4.30679 5.96892
C -4.62029 0.66374 5.14868

Energy above the lowest of the compared OMol25 structures with the same formula, charge and spin (kJ/mol): 306.10
Strongest force on any atom (eV/A): 5.677
M (g mol⁻¹): 1484.4
Gap between HOMO and LUMO (eV): 8.9352
LUMO level (eV): 0.49
HOMO energy (eV): -8.45

---

# 4
3 unconnected molecules or ions with the total composition C3H9N2O at a distorted geometry, computed with ωB97M-V/def2-TZVPD.

Element x y z (Å)
H 0.41921 2.11270 -0.19871
C -0.84904 -0.14022 -0.43509
H 1.12570 3.67045 -0.50280
C 1.07555 -2.09814 -0.06050
H 1.50144 -3.82566 0.92338
N 0.94690 2.98465 0.18356
H 0.19170 -1.30129 -0.48928
N -2.09839 -0.58622 -0.48626
C 0.69162 -3.12754 0.62653
H -2.20203 -1.51130 -0.81172
H 0.74142 3.46526 1.06172
H -2.76430 0.03770 -0.93681
H 1.93355 2.76333 0.26795
O -0.50682 1.01712 -0.25109
H -0.20651 -3.46084 1.10911

Energy above the lowest of the compared OMol25 structures with the same formula, charge and spin (kJ/mol): 578.31
Strongest force on any atom (eV/A): 2.274
M (g mol⁻¹): 89.1
Gap between HOMO and LUMO (spin up / spin down) (eV): 7.9557 / 8.3231
LUMO level (spin up / spin down) (eV): -4.59 / -4.18
HOMO energy (spin up / spin down) (eV): -12.54 / -12.50
Net charge: +1